1.
The following is a quantum chemistry calculation of a molecular structure, C25H48FeP4Se in a non-equilibrium geometry, from OMol25.

* HOMO (spin up / spin down): -16.34 / -16.71 eV
* Kohn-Sham gap (spin up / spin down): 8.0 / 3.9 eV
* <S²>: 8.78
* net charge: +3
* LUMO energy (spin up / spin down): -0.307 / -0.472 hartree
* calculated total energy: -163561.5217 eV
* multiplicity: 6

Each line ends with the Löwdin spin population.
CARTESIAN COORDINATES (ANGSTROEM)
Fe -0.1926 0.3436 0.6266  3.414
P -0.4282 0.5959 2.6732  0.067
P -0.6281 -2.2307 0.6478  0.084
P -2.4383 0.3261 0.0749  0.090
H 1.3951 4.7035 -0.8306  0.000
C 0.4093 4.5289 -0.3951  0.004
C 0.1091 3.3213 0.0905  0.027
H 0.1697 2.3755 -0.4328  0.018
C 1.1922 0.3925 3.5291  0.038
C -1.4786 -0.4020 3.7857  0.003
C -1.0002 2.2985 2.9906  0.018
C -0.3589 -3.5923 -0.5889  0.016
C 0.4753 -2.8398 1.9968  0.013
C -2.2926 -2.8568 1.2053  0.009
C -2.5648 2.0288 -0.5802  0.032
C -3.7616 0.2078 1.3580  0.005
C -3.1850 -0.6676 -1.3059  0.020
H -0.2637 5.3992 -0.3504  0.001
H -0.3228 3.2978 1.0728  0.002
H 1.8480 1.2362 3.3036  0.000
H 1.7079 -0.5182 3.1941  0.001
H 1.0585 0.3260 4.6151  0.006
H -1.2447 -1.4663 3.7473  0.000
H -2.5305 -0.2583 3.5490  0.000
H -1.2920 -0.0620 4.8098  0.001
H -0.4525 2.9872 2.3526  0.001
H -0.7944 2.6349 4.0055  0.003
H -2.0583 2.4333 2.7436  0.000
H -0.8865 -4.4833 -0.2226  0.003
H 0.7037 -3.8436 -0.6599  0.000
H -0.7486 -3.3344 -1.5780  0.000
H 0.1019 -3.8037 2.3879  0.003
H 0.5443 -2.0888 2.7986  0.001
H 1.4814 -2.9571 1.5681  0.000
H -2.2238 -3.9529 1.2684  0.002
H -3.0931 -2.6012 0.4996  0.000
H -2.5754 -2.4729 2.1908  0.000
H -3.6172 2.3071 -0.6710  0.006
H -2.0722 2.0399 -1.5611  0.001
H -2.0525 2.7480 0.0742  0.001
H -4.6859 0.4410 0.8172  0.001
H -3.6100 0.9427 2.1570  0.000
H -3.8313 -0.8004 1.7878  0.000
H -4.2609 -0.4412 -1.3663  0.003
H -3.0733 -1.7529 -1.1610  0.000
H -2.7108 -0.3887 -2.2602  0.000
C -0.9868 0.8532 -4.3968  0.065
C -0.3456 1.9373 -3.7598  0.025
C -0.7266 3.2551 -4.0565  0.016
C -1.3772 3.5195 -5.2673  0.001
C -1.9909 2.4574 -5.9195  0.006
C -1.8615 1.1386 -5.4748  0.023
Se -0.1803 -0.9023 -4.2157  0.812
H -0.8625 -1.6921 -3.1216  0.031
H 0.5067 1.7028 -3.1170  0.006
H -0.4135 4.0209 -3.3488  0.001
H -1.3615 4.4972 -5.7268  0.000
H -2.5493 2.7023 -6.8173  0.001
H -2.3608 0.3411 -6.0281  0.002
C 2.9650 1.3342 0.7816  0.017
P 2.0644 -0.0792 0.0265  0.060
C 2.8349 0.1340 -1.6644  0.029
C 3.0993 -1.5136 0.5463  0.000
C 3.7754 -1.4745 1.7761  0.000
C 4.3613 -2.6438 2.2715  0.000
C 4.4007 -3.8032 1.4834  0.001
C 3.9629 -3.7495 0.1540  0.000
C 3.3243 -2.6000 -0.3223  0.000
H 3.9045 1.4463 0.2288  0.003
H 3.1989 1.1913 1.8393  0.000
H 2.3917 2.2631 0.6647  0.001
H 3.9355 0.1209 -1.6675  0.003
H 2.5507 -0.6957 -2.3159  0.007
H 2.5509 1.1060 -2.0852  0.000
H 3.8692 -0.5259 2.3035  0.000
H 4.8191 -2.5934 3.2610  0.000
H 4.8406 -4.7101 1.9032  0.000
H 4.1502 -4.5905 -0.5159  0.000
H 3.0430 -2.5480 -1.3763  0.000

---

2.
The following is a quantum chemistry calculation of a molecular structure, C25H48GdOP4 in a non-equilibrium geometry, from OMol25.

* HOMO (spin up / spin down): -16.64 / -16.57 eV
* Kohn-Sham gap (spin up / spin down): 5.6 / 4.7 eV
* <S²>: 16.04
* net charge: +3
* LUMO energy (spin up / spin down): -0.406 / -0.437 hartree
* calculated total energy: -86712.2472 eV
* multiplicity: 8

Each line ends with the Löwdin spin population.
CARTESIAN COORDINATES (ANGSTROEM)
Gd -0.2311 -0.2656 -0.4606  6.801
P 0.4087 -2.6475 -1.5345  0.004
P 2.3857 0.1039 0.4995  0.061
P -2.9878 0.3983 -0.7098  0.023
H 1.8511 4.4619 0.1886  0.000
C 0.7797 4.5694 0.3195  0.000
C 0.1480 4.3221 1.4942  0.000
H 0.6828 3.9466 2.3820  0.000
C 1.4239 -2.7188 -3.0535  0.001
C 1.3418 -3.8679 -0.4530  0.006
C -1.0055 -3.7559 -2.0203  0.003
C 2.7192 1.6732 1.3711  0.009
C 3.1974 -1.0843 1.6258  0.015
C 3.5783 0.1796 -0.8892  0.010
C -3.3897 2.1550 -0.3458  0.005
C -4.4207 -0.4492 0.0645  0.006
C -3.4360 0.2987 -2.4870  0.005
H 0.2219 4.9317 -0.5510  0.000
H -0.9254 4.4815 1.6170  0.000
H 1.7098 -3.7646 -3.2389  0.000
H 2.3179 -2.1010 -2.8996  0.000
H 0.8388 -2.3286 -3.8958  0.000
H 1.4416 -4.8508 -0.9437  0.001
H 0.8344 -4.0285 0.5094  0.000
H 2.3533 -3.4938 -0.2403  0.000
H -0.6562 -4.6743 -2.5196  0.001
H -1.6608 -3.2123 -2.7147  0.000
H -1.6020 -4.0499 -1.1447  0.000
H 3.7645 1.9613 1.1932  0.002
H 2.5590 1.5455 2.4476  0.000
H 2.0579 2.4783 1.0212  0.001
H 4.2875 -1.0212 1.4985  0.003
H 2.8645 -2.1041 1.3996  0.000
H 2.9341 -0.8590 2.6642  0.000
H 4.5910 0.2449 -0.4672  0.003
H 3.3762 1.0728 -1.5005  0.000
H 3.4980 -0.7149 -1.5199  0.000
H -4.0871 2.5434 -1.0981  0.001
H -2.4717 2.7603 -0.3642  0.000
H -3.8388 2.2479 0.6553  0.000
H -5.3394 -0.2139 -0.4956  0.001
H -4.5487 -0.1531 1.1089  0.000
H -4.2656 -1.5394 0.0329  0.000
H -4.4307 0.7405 -2.6219  0.001
H -3.4604 -0.7616 -2.7887  0.000
H -2.7163 0.8215 -3.1288  0.000
C 0.1570 1.1014 -3.5428  0.001
C 0.7577 0.4069 -4.5956  0.000
C 0.4492 0.8700 -5.8852  0.000
C -0.3503 1.9961 -6.0426  -0.001
C -0.8431 2.7063 -4.9348  0.000
C -0.5382 2.2671 -3.6738  -0.001
O 0.1930 0.5873 -2.1876  -0.012
H 0.4292 -0.9266 -1.8826  -0.003
H 1.4359 -0.4050 -4.3832  0.000
H 0.8570 0.3531 -6.7410  0.000
H -0.6031 2.3623 -7.0547  0.000
H -1.4557 3.5926 -5.0661  0.000
H -0.8823 2.7808 -2.7480  0.000
C -2.1069 -1.7694 2.8797  0.005
P -0.9491 -0.4253 2.4101  0.017
C -1.8990 1.0411 2.9844  0.006
C 0.2826 -0.5749 3.7809  0.006
C 0.7112 -1.8262 4.2387  0.004
C 1.6910 -1.9436 5.2126  0.000
C 2.2884 -0.7922 5.7479  0.006
C 1.8780 0.4713 5.2969  0.000
C 0.8852 0.5704 4.3253  0.004
H -3.0347 -1.6941 2.3102  0.000
H -2.3434 -1.7266 3.9597  0.001
H -1.6518 -2.7421 2.6597  0.000
H -1.4295 1.9568 2.6055  0.000
H -1.9204 1.0782 4.0843  0.001
H -2.9296 1.0112 2.6104  0.000
H 0.2624 -2.7506 3.8192  0.000
H 2.0056 -2.9250 5.5774  0.000
H 3.0578 -0.8741 6.5173  0.000
H 2.3348 1.3686 5.7183  0.000
H 0.5680 1.5763 3.9931  0.000

---

3.
The following is a quantum chemistry calculation of a molecular structure, C25H48LaOP4 in a non-equilibrium geometry, from OMol25.

* HOMO: -16.50 eV
* Kohn-Sham gap: 6.8 eV
* net charge: +3
* LUMO energy: -0.358 hartree
* calculated total energy: -66741.7446 eV

Each line ends with the Löwdin charge.
CARTESIAN COORDINATES (ANGSTROEM)
La -0.2577 -0.1260 -0.6068  1.439
P 0.4850 -2.8113 -1.2997  0.666
P 2.4071 -0.0329 0.4624  0.660
P -3.0708 0.5286 -0.3441  0.663
H 1.9355 4.7406 0.1169  0.064
C 0.8440 4.6796 0.2252  -0.071
C 0.2573 4.4243 1.4035  -0.089
H 0.8455 4.2171 2.3042  0.058
C 1.4640 -2.5957 -2.8356  -0.252
C 1.5175 -4.0395 -0.4157  -0.249
C -0.8768 -3.8733 -1.9070  -0.255
C 2.6619 1.4738 1.4632  -0.237
C 2.9162 -1.3440 1.6268  -0.229
C 3.8315 0.0113 -0.6916  -0.252
C -3.6112 2.2166 0.1051  -0.245
C -4.4866 -0.5236 0.1672  -0.251
C -3.3454 0.5283 -2.1652  -0.270
H 0.2548 4.8828 -0.6818  0.057
H -0.8348 4.4277 1.4981  0.047
H 1.4556 -3.5524 -3.3737  0.078
H 2.5013 -2.3200 -2.5976  0.047
H 1.0300 -1.8299 -3.4948  0.019
H 1.6034 -4.9883 -0.9668  0.081
H 1.0543 -4.2423 0.5606  0.057
H 2.5256 -3.6366 -0.2512  0.043
H -0.4923 -4.7672 -2.4220  0.077
H -1.5097 -3.2982 -2.5982  0.050
H -1.4875 -4.1801 -1.0458  0.057
H 3.7218 1.7559 1.4082  0.076
H 2.3872 1.2838 2.5088  0.029
H 2.0509 2.3058 1.0850  0.008
H 4.0099 -1.4322 1.6248  0.077
H 2.4814 -2.3007 1.3138  0.010
H 2.5601 -1.1241 2.6397  0.033
H 4.7681 -0.0319 -0.1141  0.074
H 3.8024 0.9456 -1.2738  0.061
H 3.7816 -0.8490 -1.3776  0.032
H -4.2545 2.6283 -0.6815  0.070
H -2.7337 2.8667 0.2132  0.034
H -4.1523 2.2181 1.0580  0.061
H -5.3605 -0.2552 -0.4480  0.072
H -4.7190 -0.3975 1.2344  0.059
H -4.2265 -1.5772 -0.0190  0.054
H -4.4155 0.6662 -2.3708  0.077
H -3.0141 -0.4213 -2.6129  0.053
H -2.7825 1.3477 -2.6361  0.014
C 0.0236 1.1829 -4.0220  -0.283
C 0.7654 0.5777 -5.0328  -0.013
C 0.4562 0.9404 -6.3515  -0.026
C -0.5641 1.8675 -6.6105  -0.034
C -1.2954 2.4361 -5.5607  -0.021
C -0.9684 2.1194 -4.2262  -0.031
O 0.2690 0.8294 -2.6600  -0.272
H 1.1886 0.4788 -2.5569  0.080
H 1.5277 -0.1608 -4.8020  0.109
H 0.9861 0.4771 -7.1837  0.129
H -0.7962 2.1474 -7.6489  0.134
H -2.1237 3.1188 -5.7645  0.128
H -1.4547 2.5566 -3.3579  0.107
C -1.9228 -1.6480 2.6165  -0.258
P -0.7251 -0.2774 2.4123  0.770
C -1.6815 1.1811 2.9847  -0.250
C 0.3558 -0.5419 3.8708  -0.417
C 0.6335 -1.8290 4.3689  -0.108
C 1.4706 -1.9874 5.4729  -0.046
C 2.0645 -0.8687 6.0741  -0.033
C 1.8031 0.4111 5.5781  -0.044
C 0.9606 0.5790 4.4761  -0.129
H -2.8358 -1.4621 2.0337  0.011
H -2.1703 -1.7481 3.6826  0.082
H -1.4596 -2.5791 2.2611  0.042
H -1.1938 2.1056 2.6435  0.028
H -1.7200 1.1685 4.0855  0.078
H -2.7058 1.1483 2.5878  0.028
H 0.1832 -2.7122 3.9048  0.104
H 1.6722 -2.9901 5.8631  0.126
H 2.7295 -0.9945 6.9288  0.126
H 2.2586 1.2880 6.0366  0.124
H 0.7467 1.5871 4.1079  0.101